{"formula": "C5H15OPSi", "method": "wB97M-V/def2-TZVPD", "elements": ["P", "Si", "O", "C", "C", "C", "C", "C", "H", "H", "H", "H", "H", "H", "H", "H", "H", "H", "H", "H", "H", "H", "H"], "positions_angstrom": [[-0.241248, -0.119098, 1.412882], [-0.225296, -0.064811, -0.836732], [-1.441613, -0.829629, 1.991596], [1.324860, -0.989029, 2.014524], [1.226474, 0.787833, -1.638672], [-0.160752, 1.569955, 2.047473], [-0.200054, -1.905568, -1.738108], [-1.858340, 0.822264, -1.293079], [2.136815, 0.719826, -0.964943], [-2.238824, 0.439081, -2.229925], [-1.836654, 1.919051, -1.457188], [0.669499, 2.050538, 1.701214], [1.470884, -0.619389, 3.083300], [0.768958, -2.336413, -1.476449], [-0.413824, -1.848097, -2.808347], [0.848808, 1.822635, -1.901877], [-1.149596, 1.893268, 1.589349], [2.308572, -0.890058, 1.524088], [-0.150150, 1.496745, 3.106512], [-2.588675, 0.764607, -0.497224], [1.149196, -2.141819, 2.063673], [1.321191, 0.119646, -2.530620], [-0.720231, -2.661538, -1.161445]], "forces_ev_per_angstrom": [[0.63, -2.04, 1.29], [-1.10, -1.40, -1.71], [0.60, 0.48, -0.60], [-0.14, -1.18, 1.22], [-0.08, 0.05, 0.33], [-3.01, -1.78, -1.19], [0.50, 1.30, 2.40], [0.50, 0.95, 0.13], [-0.90, 0.44, -1.15], [-0.34, -0.41, -0.08], [0.69, -0.40, 0.06], [2.06, 1.71, -1.08], [-0.22, -0.60, -1.20], [0.74, 0.52, -0.85], [0.04, -0.18, 0.33], [1.09, -1.07, 0.22], [1.23, 0.48, 1.00], [-0.59, 0.44, -0.20], [-0.36, 0.13, 0.95], [-0.39, -0.67, 0.11], [-0.06, 2.11, -0.06], [0.44, 0.98, 0.44], [-1.33, 0.12, -0.36]], "lowdin_charge": [0.47, 0.52, -0.44, -0.22, -0.23, -0.19, -0.18, -0.22, 0.04, 0.02, 0.03, 0.01, 0.05, 0.01, 0.02, 0.04, 0.07, 0.02, 0.04, 0.01, 0.07, 0.03, 0.01], "e_tot_ha": -905.59973, "fmax_ev_per_a": 3.7, "homo_ev": -9.13, "homo_lumo_gap_ev": 9.84}